(i)
Here is a cluster of 2 separate species, C2H3F2N in total from the Open Molecules 2025 dataset. Energies are from the ωB97M-V functional and the def2-TZVPD basis.

As for the LUMO energy: 0.964 eV. As for the orbital gap: 12.6 eV. For the HOMO energy, the calculation gives -11.68 eV. The molar mass comes out at 79.0 g mol⁻¹.

Structure (ORCA input):
```
! wB97M-V def2-TZVPD RIJCOSX def2/J DEFGRID3
* xyz 0 1
C -1.1098 0.1498 -1.7292
C 0.2106 -0.3691 1.2835
N -0.1780 0.6394 -2.2306
F 0.2925 -1.5991 1.7187
F -0.2904 0.3464 2.3082
H -0.5195 -0.2233 0.5527
H 1.0991 0.0937 0.9768
H 0.4956 0.9624 -2.8802
*
```

These are the Löwdin partial charges, in e, on atoms 1 to 6: -0.039 -0.324 0.060 0.076 0.015 0.038

(ii)
Here is a cluster of 2 separate species, C2H3F2N in total from the Open Molecules 2025 dataset. Energies are from the ωB97M-V functional and the def2-TZVPD basis.

As for the LUMO energy (alpha / beta): -1.765 / -1.765 eV. As for the orbital gap (alpha / beta): 9.2 / 9.2 eV. For the HOMO energy (alpha / beta), the calculation gives -10.92 / -10.92 eV. The molar mass comes out at 79.0 g mol⁻¹.

Structure (ORCA input):
```
! wB97M-V def2-TZVPD RIJCOSX def2/J DEFGRID3
* xyz 0 1
C 0.0011 -0.1409 -0.3269
C 1.2423 -0.4100 0.4521
N -0.9993 0.1920 0.3371
F 2.2867 1.4617 0.1581
F 2.0898 -1.2349 -0.1297
H 0.0532 -0.3808 -1.4248
H 1.5825 -0.0542 1.5132
H -1.9137 0.0798 -0.2490
*
```

These are the Löwdin partial charges, in e, on atoms 1 to 6: -0.226 -0.018 0.129 -0.432 0.101 0.145

Relative energy of each structure, in hartree: (i) 0.0000; (ii) 0.0727.

(i)
Here is the molecule C3H3Br2F from the Open Molecules 2025 dataset. Energies are from the ωB97M-V functional and the def2-TZVPD basis.

As for the LUMO energy: 0.078 eV. As for the orbital gap: 10.5 eV. For the HOMO energy, the calculation gives -10.38 eV. The molar mass comes out at 217.9 g mol⁻¹.

Structure (ORCA input):
```
! wB97M-V def2-TZVPD RIJCOSX def2/J DEFGRID3
* xyz 0 1
C 0.0098 -0.5501 0.1307
C 0.6632 0.6304 -0.0424
C 2.0664 0.9384 0.4316
F 2.1118 0.5482 1.7721
Br 3.5858 -0.0254 -0.2867
Br 2.3062 2.9049 0.2980
H -0.9729 -0.5480 -0.2972
H 0.3451 -1.4501 0.5526
H 0.0500 1.3662 -0.6960
*
```

These are the Löwdin partial charges, in e, on atoms 1 to 6: 0.042 -0.252 -1.241 -0.135 0.703 0.656

(ii)
Here is a cluster of 2 separate species, C3H3Br2F in total from the Open Molecules 2025 dataset. Energies are from the ωB97M-V functional and the def2-TZVPD basis.

As for the LUMO energy: -0.616 eV. As for the orbital gap: 8.8 eV. For the HOMO energy, the calculation gives -9.45 eV. The molar mass comes out at 217.9 g mol⁻¹.

Structure (ORCA input):
```
! wB97M-V def2-TZVPD RIJCOSX def2/J DEFGRID3
* xyz 0 1
C 0.5091 0.7241 0.7852
C -0.7903 0.9581 0.9851
C 0.7986 -1.3862 -1.6041
F 1.3431 -2.4676 -1.1044
Br -1.6799 1.8672 -0.4104
Br -1.0013 -1.5549 -1.7821
H 1.1175 1.0703 -0.0319
H 1.2486 0.1568 1.3747
H -1.5454 0.6323 1.7880
*
```

These are the Löwdin partial charges, in e, on atoms 1 to 6: -0.168 -0.663 -0.584 -0.085 0.612 0.703

Relative energy of each structure, in hartree: (i) 0.0000; (ii) 0.1004.